94
Properties=species:S:1:pos:R:3:forces:R:3:mulliken_charge:R:1 method="wB97M-V/def2-TZVPD" relative_energy_ev=1.335 total_charge=+3 s_squared=0.76 multiplicity=2 homo_ev="-15.644 / -15.645" orbital_gap_ev="5.75 / 4.74"
Ta 0.170 0.001 0.620 1.230 0.377 0.266 -0.0174
C 0.887 -2.897 -1.801 -0.113 0.002 0.062 -1.0448
C 1.291 -1.497 -2.118 -0.022 -0.001 -0.074 0.2056
C 2.046 -1.121 -3.216 0.013 0.058 -0.020 -1.8458
C 2.159 0.256 -3.139 -0.007 -0.056 0.043 -0.0458
N 1.517 0.672 -2.047 -0.018 0.107 -0.135 1.4232
N 0.954 -0.390 -1.406 0.000 -0.215 0.076 0.8369
B 1.213 2.150 -1.675 0.022 0.003 0.114 -0.4709
N 1.787 2.451 -0.253 0.160 -0.028 -0.172 1.4911
C 2.323 3.576 0.206 -0.006 -0.099 -0.040 -0.0910
C 2.621 3.422 1.552 0.000 -0.062 0.011 -1.6920
C 2.211 2.148 1.886 0.143 0.119 0.098 0.6323
C 2.354 1.504 3.218 -0.024 -0.010 0.016 -1.2906
N 1.672 1.546 0.777 -0.331 0.104 -0.149 0.0624
N -0.310 2.238 -1.543 0.014 -0.127 -0.126 0.8745
C -1.137 3.149 -2.043 -0.074 0.015 -0.042 0.1056
C -2.412 2.891 -1.578 0.060 -0.069 0.000 -1.9333
C -2.297 1.789 -0.752 -0.057 0.129 0.019 0.5065
C -3.463 1.180 -0.059 0.010 0.012 0.036 -0.9649
N -0.997 1.367 -0.717 -0.053 0.296 0.239 -0.0640
N 1.813 3.057 -2.686 0.035 0.054 0.290 0.7255
C 3.130 3.392 -2.849 0.035 0.002 0.011 -0.2647
C 3.263 3.970 -4.075 -0.070 -0.021 -0.066 -1.2349
C 1.956 3.944 -4.639 0.147 -0.080 0.202 0.5553
C 1.518 4.465 -5.959 -0.061 0.023 -0.111 -1.2687
N 1.106 3.379 -3.804 -0.033 0.019 -0.278 -1.1636
H 1.641 -3.583 -2.184 -0.004 -0.014 -0.006 0.4838
H -0.060 -3.142 -2.287 0.024 0.009 0.003 0.1739
H 0.772 -3.083 -0.732 -0.016 0.022 -0.063 -0.1133
H 2.443 -1.766 -3.981 0.005 -0.004 0.005 0.6333
H 2.644 0.965 -3.793 -0.007 -0.009 -0.013 0.5783
H 2.472 4.417 -0.452 -0.001 0.017 0.003 0.6797
H 3.089 4.141 2.202 0.001 -0.003 0.005 0.6471
H 3.077 2.070 3.801 -0.008 -0.002 0.014 0.5007
H 2.704 0.476 3.141 -0.001 0.009 -0.005 0.1960
H 1.406 1.515 3.763 0.006 -0.014 -0.016 0.0688
H -0.759 3.897 -2.722 -0.051 -0.045 0.055 0.7650
H -3.314 3.428 -1.815 -0.010 -0.001 0.013 0.6377
H -4.209 0.881 -0.797 -0.003 0.009 -0.004 0.4225
H -3.923 1.926 0.592 -0.006 0.007 -0.009 0.4768
H -3.223 0.324 0.555 0.018 -0.025 0.036 -0.4371
H 3.870 3.192 -2.090 -0.002 0.011 0.000 0.5571
H 4.161 4.368 -4.515 0.003 0.017 -0.008 0.4764
H 1.637 5.548 -6.001 0.005 0.002 -0.018 0.3023
H 0.472 4.222 -6.130 0.004 0.013 -0.013 0.3546
H 2.116 4.035 -6.762 0.002 0.020 -0.007 0.3251
C -1.254 -3.495 4.298 -0.055 0.026 0.043 -0.6978
N -0.223 -3.684 3.277 0.125 0.072 -0.054 0.2286
C 0.223 -4.917 2.853 0.022 -0.099 -0.035 -0.9941
C 1.209 -4.710 1.961 0.013 -0.060 -0.039 -0.3066
N 1.370 -3.334 1.850 -0.233 0.039 0.066 0.9569
C 0.475 -2.726 2.660 0.104 -0.045 -0.022 -0.4788
S 0.228 -1.024 2.877 -0.187 -0.073 -0.090 -0.0022
C 2.446 -2.686 1.186 0.136 0.086 0.067 0.0633
C 3.631 -3.395 1.060 -0.048 0.086 0.053 -1.1290
C 4.709 -2.793 0.441 -0.018 0.022 -0.011 -0.9586
C 4.560 -1.490 -0.005 0.045 -0.026 0.002 -1.0886
C 3.348 -0.862 0.168 -0.104 0.053 0.066 -0.2972
N 2.266 -1.431 0.749 0.075 -0.142 -0.140 1.0807
H -2.096 -4.143 4.066 -0.004 0.002 0.015 0.3848
H -1.569 -2.456 4.291 -0.021 0.003 0.006 0.1857
H -0.844 -3.751 5.273 -0.016 0.003 0.006 0.3245
H -0.207 -5.834 3.221 0.008 -0.004 -0.010 0.5436
H 1.790 -5.411 1.389 -0.010 -0.003 -0.002 0.5670
H 3.723 -4.386 1.478 -0.011 -0.003 0.005 0.6301
H 5.645 -3.324 0.330 0.002 0.005 0.007 0.4874
H 5.370 -0.958 -0.481 -0.003 0.001 0.000 0.5759
H 3.226 0.151 -0.173 -0.042 0.026 -0.051 0.2923
F -2.211 3.516 3.960 -0.053 0.151 -0.126 -0.1956
C -2.098 2.510 4.832 -0.020 -0.005 0.004 0.6995
F -0.784 2.312 5.044 0.187 -0.072 0.062 -0.1988
F -2.639 2.893 5.979 -0.067 -0.006 0.094 -0.2825
C -2.748 1.251 4.301 -0.055 -0.114 -0.031 -0.2691
C -3.810 0.681 4.985 -0.016 -0.069 -0.033 -0.6135
C -4.395 -0.479 4.496 0.038 0.027 -0.032 -0.8379
C -3.880 -1.028 3.336 -0.074 -0.002 0.090 -0.8487
N -2.856 -0.486 2.675 -0.002 -0.089 -0.126 0.8214
C -2.305 0.629 3.129 0.068 0.111 0.165 0.4790
S -1.034 1.430 2.167 -0.250 0.181 0.016 -0.1953
H -4.175 1.144 5.892 -0.004 0.003 0.005 0.5633
H -5.233 -0.941 4.998 -0.005 0.003 0.003 0.5101
H -4.303 -1.930 2.906 -0.005 0.006 0.016 0.5244
Te -1.782 -1.934 0.320 -0.626 -0.577 -0.383 0.7475
C -2.597 -1.977 -1.594 -0.024 0.048 0.108 0.4784
C -2.411 -0.977 -2.557 0.275 0.060 0.037 -0.0516
C -2.995 -1.118 -3.800 -0.041 -0.049 -0.021 -0.9761
C -3.774 -2.239 -4.086 0.001 0.024 0.015 -0.5718
C -3.969 -3.227 -3.129 -0.003 0.032 -0.034 -0.7701
C -3.397 -3.094 -1.877 0.004 -0.062 0.111 -0.8025
H -1.797 -0.109 -2.342 -0.074 -0.147 -0.074 0.7941
H -2.851 -0.355 -4.553 0.003 0.011 0.004 0.5150
H -4.238 -2.335 -5.059 0.015 -0.007 -0.008 0.4468
H -4.573 -4.094 -3.358 -0.010 -0.001 0.017 0.4613
H -3.563 -3.859 -1.128 -0.004 0.004 0.000 0.4494

97
Properties=species:S:1:pos:R:3:forces:R:3:mulliken_charge:R:1 method="wB97M-V/def2-TZVPD" relative_energy_ev=0.508 total_charge=+2 s_squared=0.78 multiplicity=2 homo_ev="-12.045 / -12.044" orbital_gap_ev="6.02 / 4.12"
Y -0.705 0.036 0.094 0.045 -0.135 0.502 0.6432
O 2.372 3.280 1.259 0.014 -0.016 0.038 -0.4860
C 1.579 2.234 1.211 -0.071 -0.022 0.054 0.2136
O 0.620 2.134 0.469 -0.002 0.026 -0.099 -0.2206
C 1.941 1.138 2.158 -0.022 -0.006 0.002 0.3063
C 3.014 1.191 3.031 0.019 0.019 0.019 -0.7821
C 3.249 0.085 3.834 -0.011 -0.017 -0.002 -0.9372
C 2.411 -1.016 3.726 0.007 0.019 0.019 -1.0956
C 1.361 -0.966 2.819 -0.014 -0.040 -0.021 0.8423
N 1.130 0.092 2.053 -0.042 0.015 -0.094 0.4770
C 0.412 -2.097 2.521 0.072 0.003 0.007 0.5520
O 0.282 -3.094 3.380 -0.013 -0.014 -0.054 -0.4624
O -0.223 -2.086 1.498 -0.076 0.098 -0.126 -0.3515
H 2.072 3.958 0.633 -0.019 0.015 -0.027 0.4179
H 3.645 2.067 3.073 0.002 0.001 0.004 0.5973
H 4.080 0.073 4.525 0.001 0.004 -0.001 0.4919
H 2.604 -1.897 4.323 0.002 0.000 0.001 0.4609
H 0.807 -2.983 4.182 0.032 0.014 0.039 0.3048
Br 4.509 0.507 -5.766 -0.057 -0.007 0.090 -0.0307
C 3.538 0.329 -4.199 0.143 -0.007 -0.110 -0.3234
C 4.183 -0.128 -3.026 -0.031 0.026 -0.071 -0.2783
C 3.456 -0.290 -1.894 -0.106 -0.150 -0.008 -0.9156
C 2.032 -0.025 -1.864 0.104 -0.214 -0.099 0.2415
O 1.392 -0.284 -0.827 -0.206 0.269 0.230 0.9642
C 1.410 0.517 -3.063 0.047 0.007 0.019 -0.1598
C 0.036 1.000 -3.133 -0.041 0.004 0.034 -0.5047
N -0.829 0.999 -2.193 0.161 -0.152 -0.009 1.0277
C -2.083 1.612 -2.459 -0.057 0.047 -0.053 0.0772
C -2.689 1.643 -3.686 0.036 -0.041 -0.002 -0.4037
C -3.878 2.375 -3.880 -0.023 0.010 0.003 -1.3310
C -4.433 3.079 -2.851 -0.004 0.001 -0.006 -0.8520
C -3.857 3.022 -1.559 -0.015 -0.041 0.003 0.6730
C -4.393 3.703 -0.443 -0.001 -0.003 0.009 -0.7746
C -3.801 3.563 0.779 -0.052 0.045 0.007 -1.1343
C -2.702 2.701 0.902 0.048 -0.073 -0.010 -0.2672
N -2.169 2.050 -0.110 -0.069 -0.031 -0.016 0.7830
C -2.706 2.238 -1.351 -0.013 0.041 0.013 0.0415
C 2.173 0.663 -4.194 0.012 0.001 -0.005 -0.7953
H 5.239 -0.358 -3.049 0.003 0.007 -0.032 0.4928
H 3.897 -0.684 -0.988 -0.035 0.015 0.021 0.4942
H -0.218 1.458 -4.090 0.004 0.014 0.000 0.5638
H -2.274 1.082 -4.514 -0.006 0.002 -0.003 0.6643
H -4.340 2.381 -4.857 0.004 -0.003 -0.001 0.4326
H -5.328 3.668 -3.003 -0.002 0.002 0.004 0.4716
H -5.269 4.326 -0.573 0.000 0.000 0.000 0.4952
H -4.181 4.069 1.656 0.003 -0.002 0.003 0.4951
H -2.268 2.516 1.878 0.002 0.002 -0.002 0.5890
H 1.727 1.050 -5.101 0.016 0.000 -0.012 0.6392
F -0.869 -1.979 -1.065 0.033 0.084 -0.107 0.1848
P -2.498 -2.288 -1.503 -0.032 0.048 -0.035 1.4976
F -4.026 -2.383 -1.833 0.030 0.010 0.020 -0.3094
F -2.710 -2.829 -0.014 0.014 -0.013 0.037 -0.4729
F -2.730 -0.708 -0.838 0.031 0.066 0.077 -0.3246
F -2.169 -1.568 -2.887 -0.006 -0.012 -0.008 -0.4791
F -2.093 -3.701 -2.043 0.011 0.003 -0.004 -0.3249
C 1.537 -4.469 -0.612 -0.035 0.053 0.082 -0.6944
N 2.262 -3.437 -1.376 -0.007 0.025 -0.073 0.6125
C 1.724 -3.457 -2.749 -0.042 0.098 0.000 -0.6203
N 1.856 -4.759 -3.390 0.048 0.006 0.015 0.1024
C 1.139 -5.742 -2.568 -0.020 -0.021 -0.013 -0.6519
N 1.665 -5.797 -1.201 0.055 0.031 0.013 0.1586
C 3.089 -6.136 -1.267 0.010 0.022 -0.014 -0.7078
N 3.854 -5.159 -2.056 -0.077 0.011 -0.006 0.0680
C 3.673 -3.843 -1.450 0.037 -0.079 -0.053 -0.7516
C 3.276 -5.122 -3.405 0.013 -0.002 0.006 -0.7591
H 0.480 -4.195 -0.567 0.025 0.002 -0.003 -0.0196
H 1.938 -4.494 0.406 -0.006 -0.003 -0.008 0.3065
H 2.268 -2.716 -3.346 -0.003 -0.005 -0.010 0.2395
H 0.667 -3.181 -2.717 0.046 -0.013 0.009 -0.0283
H 1.237 -6.727 -3.026 -0.001 0.008 -0.004 0.3752
H 0.082 -5.473 -2.534 0.001 -0.006 0.003 0.2456
H 3.201 -7.122 -1.719 0.003 0.006 -0.002 0.3572
H 3.498 -6.170 -0.255 -0.011 0.002 0.002 0.3176
H 4.222 -3.107 -2.047 -0.017 -0.042 0.025 0.2348
H 4.091 -3.858 -0.439 0.001 -0.004 0.008 0.2909
H 3.389 -6.104 -3.866 0.000 0.003 0.005 0.3514
H 3.826 -4.393 -4.006 -0.007 0.002 0.001 0.3380
C -6.315 3.546 5.550 0.008 -0.012 -0.009 -1.4778
C -5.600 2.517 4.722 -0.017 -0.001 -0.007 0.7784
C -4.286 2.146 5.025 0.000 -0.002 -0.002 -0.8591
C -3.617 1.206 4.264 0.013 0.011 0.017 -0.4525
C -4.267 0.632 3.179 -0.010 -0.007 -0.042 0.7326
C -5.564 0.991 2.846 0.007 -0.008 0.010 -0.6298
C -6.227 1.925 3.628 0.000 0.011 0.023 -0.7964
S -3.470 -0.553 2.141 -0.048 -0.003 -0.031 0.4969
C -3.303 -1.935 3.254 0.035 -0.015 -0.047 -1.0810
O -2.021 -0.049 1.989 0.145 -0.007 -0.173 -0.4590
H -5.956 3.544 6.578 -0.003 -0.001 0.004 0.3900
H -7.389 3.369 5.557 0.000 0.003 0.004 0.3952
H -6.148 4.546 5.144 0.003 0.000 -0.001 0.2922
H -3.793 2.596 5.878 0.004 0.000 0.001 0.4288
H -2.598 0.924 4.503 -0.001 0.010 0.006 0.2935
H -6.054 0.542 1.989 -0.001 0.005 -0.002 0.5000
H -7.246 2.196 3.385 0.000 0.003 0.004 0.4163
H -2.764 -1.619 4.146 -0.005 -0.001 -0.001 0.3589
H -2.765 -2.708 2.707 0.000 -0.008 0.027 0.3101
H -4.303 -2.285 3.510 -0.009 0.009 -0.001 0.4786